Entry 1:
Entry from the OMol25 dataset: an isolated ion of composition C5H8N3O2 and charge -1 in a non-equilibrium geometry (ωB97M-V with the def2-TZVPD basis set).

```
18
Properties=species:S:1:pos:R:3
C 1.724 -0.647 1.267
N 0.974 -0.989 0.109
C 1.686 -0.821 -1.141
N -0.267 -0.306 -0.001
C -0.307 0.985 -0.021
O 0.666 1.790 -0.032
N -1.628 1.528 0.107
C -2.770 0.713 -0.059
C -2.920 -0.555 0.211
O -3.362 -1.648 0.200
H 2.709 -0.289 0.910
H 1.166 0.197 1.729
H 1.845 -1.435 2.001
H 1.398 0.064 -1.702
H 2.739 -0.712 -1.002
H 1.609 -1.602 -1.891
H -1.638 2.478 -0.291
H -3.624 1.249 -0.395
```

Structure (SMILES)   CN(C)/N=C(\[O-])NC=C=O
HOMO   -3.224 eV
Charge   -1
Orbital gap   7.1 eV
Energy   -13878.2719 eV

=====

Entry 2:
Entry from the OMol25 dataset: C6H13N2NiS as an isolated structure in a non-equilibrium geometry (ωB97M-V with the def2-TZVPD basis set).

```
23
Properties=species:S:1:pos:R:3
C -2.485 -2.501 -1.409
Ni -1.770 -0.567 -0.528
N -1.165 1.281 -0.908
H -3.135 0.041 -0.997
H -0.992 1.826 -0.061
H -2.271 -1.527 -1.942
H -3.565 -2.656 -1.349
H -2.060 -2.636 -0.398
H -2.036 -3.280 -2.042
H -0.304 1.270 -1.462
H -1.874 1.800 -1.426
S -0.719 -1.103 1.269
C 0.744 -0.230 1.107
N 0.949 0.782 2.020
C 2.035 1.617 1.971
C 2.965 1.453 0.964
C 2.800 0.418 0.031
C 1.698 -0.429 0.112
H 0.234 0.913 2.739
H 2.082 2.371 2.752
H 3.815 2.129 0.906
H 3.538 0.262 -0.754
H 1.516 -1.235 -0.597
```

HOMO (alpha / beta)   -1.334 / -2.454 eV
Charge   -1
Orbital gap (alpha / beta)   4.9 / 6.0 eV
Multiplicity   3
Energy   -61289.5809 eV
Expectation value of S²   2.0304

=====

Entry 3:
Entry from the OMol25 dataset: an isolated molecule of C4H9NO3 in a non-equilibrium geometry (ωB97M-V with the def2-TZVPD basis set).

```
17
Properties=species:S:1:pos:R:3
C 1.519 -1.100 -0.541
C 1.194 0.363 -0.491
O 2.005 1.216 -0.844
N -0.257 0.746 -0.660
O -0.390 2.117 -1.012
C -1.019 0.442 0.483
C -1.727 -0.885 0.482
O 0.201 0.327 1.541
H 1.061 -1.656 0.275
H 1.220 -1.522 -1.502
H 2.596 -1.228 -0.407
H 0.534 2.340 -1.269
H -1.661 1.272 0.785
H -1.050 -1.725 0.328
H -2.456 -0.908 -0.335
H -2.243 -1.038 1.432
H 0.474 1.239 1.735
```

Structure (SMILES)   CC(=O)N(O)[C@@H](C)O
HOMO   -8.989 eV
Orbital gap   9.8 eV
Energy   -11924.1406 eV

=====

Entry 4:
Entry from the OMol25 dataset: an isolated molecule of C20H28N4O6S in a non-equilibrium geometry (ωB97M-V with the def2-TZVPD basis set).

```
59
Properties=species:S:1:pos:R:3
C -2.486 -3.702 1.253
C -2.223 -3.478 2.738
O -2.264 -2.097 3.079
C -1.246 -1.314 2.593
C -1.606 -0.209 1.828
C -0.632 0.644 1.333
C -0.945 1.852 0.523
O -0.194 2.813 0.467
N -2.125 1.822 -0.141
C -2.512 2.883 -1.051
C -1.983 2.629 -2.422
N -2.496 1.785 -3.274
N -1.734 1.776 -4.376
C -0.753 2.617 -4.175
S 0.521 2.981 -5.298
C 0.281 1.570 -6.407
C 0.835 0.273 -5.853
O 1.044 -0.693 -6.536
O 1.049 0.339 -4.542
C 1.506 -0.840 -3.896
N -0.850 3.192 -2.944
C 0.038 4.154 -2.356
C 0.712 0.391 1.593
C 1.091 -0.699 2.360
O 2.362 -1.014 2.706
C 3.441 -0.283 2.158
C 3.720 -0.648 0.703
C 0.100 -1.555 2.883
O 0.509 -2.619 3.655
C 0.154 -2.536 5.030
C 0.886 -1.409 5.748
H -3.437 -3.259 0.967
H -1.696 -3.248 0.658
H -2.515 -4.768 1.044
H -3.015 -3.929 3.340
H -1.262 -3.922 3.016
H -2.658 -0.034 1.671
H -2.616 0.947 -0.236
H -2.111 3.820 -0.658
H -3.602 2.926 -1.090
H 0.760 1.802 -7.357
H -0.795 1.453 -6.550
H 0.649 -1.419 -3.549
H 2.095 -1.443 -4.589
H 2.112 -0.521 -3.050
H 0.994 4.108 -2.878
H -0.371 5.162 -2.455
H 0.182 3.918 -1.300
H 1.432 1.091 1.200
H 4.296 -0.563 2.780
H 3.273 0.795 2.265
H 2.876 -0.389 0.069
H 4.601 -0.115 0.355
H 3.898 -1.718 0.620
H 0.446 -3.506 5.442
H -0.930 -2.411 5.141
H 0.676 -1.455 6.813
H 1.957 -1.503 5.587
H 0.561 -0.443 5.366
```

Structure (SMILES)   CCOc1cc(C(=O)NCc2nnc(SCC(=O)OC)n2C)cc(OCC)c1OCC
HOMO   -8.442 eV
Orbital gap   9.0 eV
Energy   -50274.5740 eV